DFT (ωB97M-V/def2-TZVPD) results for a structure of composition C2H8N4 in a non-equilibrium geometry.

E_LUMO: -9.790 eV
charge: +2
E_tot: -299.208476 hartree
relative energy (zero: lowest compared OMol25 entry of this formula, charge and spin): 110.5 kcal per mole
Kohn-Sham gap: 9.852 eV

Geometry (Å):
C: 1.10803 -0.89193 0.21442
C: 3.09332 0.48619 0.10844
N: 2.02817 -0.04603 0.18369
N: -0.05548 -0.91822 -0.59277
N: -0.67831 0.16101 -0.77809
N: -2.10966 0.39409 0.34818
H: 1.15926 -1.71042 0.87138
H: 3.38528 1.45989 0.64706
H: 3.95643 0.13626 -0.66596
H: -0.31132 -1.91631 -0.97276
H: -1.10154 0.31321 -1.69721
H: -1.87274 1.18014 0.97788
H: -2.19465 -0.42868 0.99887
H: -2.93299 0.53392 -0.19326